Record 1
The following is a quantum chemistry calculation of C16H55Ca2O27P3S2 as an isolated structure at a distorted geometry, from the Open Molecules 2025 dataset.

```
! RIJCOSX wB97M-V def2-TZVPD def2/J DEFGRID3
* xyz 0 1
Ca 16.4050 7.5955 14.2930
Ca 15.3723 10.7014 11.8553
S 16.0365 10.4323 14.7223
O 15.2258 9.5786 13.8693
O 15.2485 11.1010 15.7629
O 17.0301 9.5555 15.2300
O 16.5498 11.3321 13.7255
S 16.6328 8.1754 11.1590
O 16.5396 7.0782 12.0856
O 17.2682 9.2295 11.9463
O 17.3300 7.9055 9.8902
O 15.2560 8.6389 10.9349
C 17.3070 12.3429 17.8726
O 15.9508 12.6612 17.6416
H 17.9368 12.5724 17.0131
H 17.7004 12.9252 18.7058
H 17.3928 11.3126 18.2180
H 15.6848 12.1585 16.8682
C 17.6984 12.9263 10.9124
O 17.3763 11.5738 10.8833
H 18.7635 13.0321 11.1186
H 17.3237 13.3922 10.0009
H 17.1709 13.3116 11.7849
H 17.9352 10.9653 11.3722
C 13.6676 10.6914 18.4984
O 13.1030 10.9419 17.2266
H 12.9388 10.1278 19.0808
H 14.5747 10.1241 18.2900
H 13.8653 11.6155 19.0418
H 13.9145 10.9432 16.7135
C 19.0051 13.5263 14.6789
O 17.6756 13.6042 14.3448
H 19.2824 14.3366 15.3532
H 19.2437 12.5714 15.1472
H 19.6197 13.5306 13.7787
H 17.3253 12.7264 14.1765
C 19.1413 8.9016 17.6127
O 19.2971 9.8091 16.5428
H 18.4545 9.3539 18.3281
H 18.6204 8.0200 17.2392
H 20.0412 8.6380 18.1684
H 18.4939 9.6547 16.0402
C 13.1144 7.4094 14.9362
O 14.1944 6.9435 14.1645
H 13.3815 7.2387 15.9791
H 12.8826 8.4473 14.6973
H 12.2218 6.8069 14.7679
H 13.8919 6.8031 13.2643
C 19.9458 10.6483 13.0160
O 19.7975 10.0803 11.7323
H 20.6714 11.4614 12.9966
H 18.9965 11.1274 13.2554
H 20.2765 9.8993 13.7356
H 19.0549 9.4771 11.8116
C 14.3000 4.7025 17.6199
O 14.6332 5.8315 18.3681
P 15.9664 6.6655 17.9663
O 16.0018 7.0776 16.5118
O 15.8085 7.9732 18.9117
C 15.6955 7.8792 20.2952
O 17.2170 5.8355 18.5794
C 18.2061 5.3650 17.6917
H 14.3452 3.7674 18.1781
H 14.9024 4.5876 16.7187
H 13.2668 4.7755 17.2804
H 16.6333 8.2313 20.7248
H 15.4608 6.8671 20.6248
H 14.8938 8.5234 20.6564
H 17.9479 5.3302 16.6333
H 18.2802 4.2888 17.8477
H 19.1469 5.8861 17.8695
C 14.3958 14.1630 14.7894
O 14.6486 14.8997 13.6048
P 14.2212 14.2888 12.1990
O 14.5483 12.8750 12.0371
O 12.6507 14.5988 12.0846
C 12.1705 15.9074 12.1018
O 14.9846 15.2728 11.0929
C 14.7267 15.0656 9.7015
H 15.2601 14.0965 15.4502
H 14.1253 13.1352 14.5471
H 13.5752 14.5806 15.3727
H 11.5815 16.2138 11.2373
H 13.0441 16.5570 12.1540
H 11.5561 16.0348 12.9931
H 13.8120 14.4825 9.5944
H 15.5928 14.5902 9.2412
H 14.6090 15.9925 9.1400
C 11.4986 12.0735 14.2222
O 11.0326 11.7568 12.8783
P 11.6188 10.4112 12.1488
O 13.1029 10.3168 11.9953
O 10.9294 9.2151 13.0594
C 9.5518 9.1206 13.1408
O 10.8287 10.2772 10.7519
C 11.2207 11.1396 9.6259
H 11.6833 13.1475 14.2018
H 12.3958 11.5025 14.4613
H 10.7346 11.8747 14.9738
H 8.9714 9.7936 12.5096
H 9.0912 9.2376 14.1217
H 9.3036 8.0865 12.9018
H 11.5854 10.5837 8.7621
H 11.9868 11.8985 9.7846
H 10.3160 11.6591 9.3099
*
```

Results
E_HOMO (eV): -8.6
Gap between HOMO and LUMO (eV): 8.363
Energy relative to the best compared isomer or geometry (same formula, charge and spin) (kJ/mol): 125.5

Here are the Mulliken charges for atoms 1 to 99, given in e:
1. Ca 1.710
2. Ca 1.953
3. S 1.301
4. O -1.352
5. O -0.091
6. O -0.134
7. O -0.316
8. S 1.137
9. O -1.109
10. O -0.482
11. O -0.728
12. O -0.800
13. C 0.115
14. O -0.642
15. H -0.132
16. H 0.451
17. H -0.147
18. H 0.295
19. C -0.186
20. O -0.686
21. H 0.297
22. H 0.078
23. H 0.014
24. H 0.153
25. C -0.430
26. O -0.602
27. H 0.334
28. H -0.062
29. H 0.277
30. H 0.512
31. C -0.638
32. O -0.353
33. H 0.285
34. H 0.147
35. H 0.169
36. H 0.139
37. C -0.080
38. O -0.602
39. H 0.022
40. H -0.261
41. H 0.442
42. H 0.230
43. C -0.034
44. O -0.422
45. H -0.042
46. H -0.204
47. H 0.431
48. H 0.185
49. C 0.063
50. O -0.660
51. H 0.374
52. H -0.387
53. H 0.309
54. H 0.319
55. C -0.739
56. O -0.334
57. P -0.351
58. O 1.033
59. O -0.044
60. C -0.884
61. O -0.275
62. C -0.662
63. H 0.318
64. H 0.280
65. H 0.288
66. H 0.295
67. H 0.329
68. H 0.249
69. H 0.182
70. H 0.315
71. H 0.322
72. C -0.252
73. O -0.377
74. P -0.432
75. O 0.723
76. O -0.073
77. C -0.892
78. O -0.299
79. C -0.552
80. H 0.265
81. H -0.334
82. H 0.480
83. H 0.246
84. H 0.395
85. H 0.284
86. H 0.226
87. H 0.158
88. H 0.275
89. C -0.286
90. O -0.338
91. P 0.175
92. O 0.135
93. O -0.235
94. C -0.895
95. O -0.352
96. C -0.499
97. H 0.136
98. H -0.041
99. H 0.312

Record 2
The following is a quantum chemistry calculation of a 14-piece molecular cluster, C5H40N2O14 overall at a distorted geometry, from the Open Molecules 2025 dataset.

```
! RIJCOSX wB97M-V def2-TZVPD def2/J DEFGRID3
* xyz 0 1
C -1.2089 1.0411 0.1100
N -0.2313 -0.0336 -0.2054
C -1.1039 -1.2574 -0.3831
C -1.6970 -1.3384 -1.7754
O -3.0012 -1.9874 -1.7923
C -0.2898 -2.4877 -0.0336
N 0.0181 -2.4070 1.3923
C -0.4227 2.3699 0.2844
H -1.7662 0.6216 0.9641
H -1.9552 1.1368 -0.6778
H 0.2042 0.1500 -1.1292
H -1.9232 -1.2190 0.4025
H -1.0979 -1.9493 -2.4587
H -1.8579 -0.4071 -2.2969
H -2.9061 -2.8530 -1.3510
H 0.6231 -2.7441 -0.5432
H -0.9751 -3.3818 -0.1384
H 0.8120 -1.7901 1.5177
H -0.6826 -1.9324 2.0167
H 0.2853 2.1857 1.1199
H -1.0921 3.1826 0.5730
H 0.1531 2.4897 -0.6134
H 4.6012 0.5342 0.0690
H 3.6637 1.6176 0.4825
O 3.8707 0.7089 0.6978
H 2.4916 3.0734 1.0971
H 2.0563 4.5423 0.6128
O 2.4692 3.7291 0.3555
H -4.2352 1.0584 -1.3018
H -3.9311 -0.3153 -0.7699
O -4.2424 0.5468 -0.4658
H 4.0281 -2.1625 2.1350
H 2.5947 -2.8192 2.2859
O 3.5153 -2.8748 2.5109
H 0.0258 0.3809 -3.3919
H -1.2329 0.0021 -3.9789
O -0.7297 0.8153 -3.9382
H 3.3542 -0.6519 -0.5839
H 2.1405 -1.3277 0.1809
O 2.8633 -1.4770 -0.4320
H 2.3274 2.3385 -1.3323
H 2.5589 2.1877 -2.8411
O 2.5395 1.6928 -2.0279
H 1.9180 -0.7325 -2.2028
H 1.9151 -0.3525 -3.6710
O 1.3130 -0.5235 -2.9321
H 3.5411 1.7125 3.1332
H 2.1293 1.4546 2.6422
O 2.7635 2.1706 2.8026
H 0.5209 -0.2522 3.2704
H 0.7415 -0.1650 1.7099
O 1.1907 -0.2287 2.5694
H -3.8350 1.2747 2.6655
H -4.0225 0.0166 1.7566
O -3.5377 0.3866 2.5083
H -3.4155 1.8399 -3.8526
H -2.3961 1.4273 -2.9304
O -3.3545 1.4270 -2.9702
H -2.5148 -2.5120 3.4372
H -2.6640 -0.9997 3.4839
O -2.0006 -1.7090 3.5460
*
```

Results
E_HOMO (eV): -9.0
Gap between HOMO and LUMO (eV): 9.123
Energy relative to the best compared isomer or geometry (same formula, charge and spin) (kJ/mol): 405.6

natural (NBO) charges in e:
1. C -0.236
2. N -0.684
3. C -0.103
4. C -0.100
5. O -0.742
6. C -0.237
7. N -0.867
8. C -0.615
9. H 0.215
10. H 0.182
11. H 0.377
12. H 0.207
13. H 0.180
14. H 0.184
15. H 0.469
16. H 0.221
17. H 0.170
18. H 0.339
19. H 0.387
20. H 0.194
21. H 0.218
22. H 0.208
23. H 0.467
24. H 0.481
25. O -0.936
26. H 0.505
27. H 0.488
28. O -1.005
29. H 0.507
30. H 0.482
31. O -0.998
32. H 0.475
33. H 0.480
34. O -0.955
35. H 0.500
36. H 0.461
37. O -0.985
38. H 0.488
39. H 0.477
40. O -0.966
41. H 0.499
42. H 0.474
43. O -0.977
44. H 0.519
45. H 0.488
46. O -0.971
47. H 0.487
48. H 0.503
49. O -0.986
50. H 0.496
51. H 0.500
52. O -0.988
53. H 0.489
54. H 0.506
55. O -0.978
56. H 0.482
57. H 0.492
58. O -0.973
59. H 0.472
60. H 0.503
61. O -0.970

Record 3
The following is a quantum chemistry calculation of C2H3I3O2 as an isolated structure at a distorted geometry, from the Open Molecules 2025 dataset.

```
! RIJCOSX wB97M-V def2-TZVPD def2/J DEFGRID3
* xyz 0 1
C -0.3828 0.5474 -0.9536
C 0.1475 -0.1772 0.1473
O 1.4414 0.0541 0.5052
O -0.3540 -1.4053 0.4416
I 0.7715 -0.1500 -2.7947
I -2.4781 0.2800 -1.0369
I -1.1164 1.4772 2.2003
H -0.0548 1.6350 -0.8602
H 1.8474 -0.6732 1.1383
H 0.1784 -1.5879 1.2127
*
```

Results
E_HOMO (spin up / spin down) (eV): -8.3 / -8.3
Gap between HOMO and LUMO (spin up / spin down) (eV): 6.259 / 6.262
Energy relative to the best compared isomer or geometry (same formula, charge and spin) (kJ/mol): 114.0

natural (NBO) charges in e:
1. C -0.627
2. C 0.697
3. O -0.651
4. O -0.623
5. I 0.133
6. I 0.281
7. I -0.499
8. H 0.300
9. H 0.504
10. H 0.484

Record 4
The following is a quantum chemistry calculation of C24H72IO24Pt as an isolated structure at a distorted geometry, from the Open Molecules 2025 dataset.

```
! RIJCOSX wB97M-V def2-TZVPD def2/J DEFGRID3
* xyz 1 3
Pt -0.3332 0.2271 -3.5847
I -0.0186 -0.3054 -0.7921
C -5.6231 -1.3137 -1.3847
C -4.5004 -0.6473 -2.2186
O -4.7496 -0.8805 -3.5546
O -6.9538 -1.0303 -1.9821
H -5.5246 -0.9876 -0.3492
H -5.4986 -2.3964 -1.4033
H -3.5628 -1.0656 -1.8525
H -4.4556 0.4247 -2.0263
H -5.6928 -0.8431 -3.7293
H -7.5631 -0.8815 -1.2554
C 1.3191 -4.3260 2.1889
C 2.5754 -3.8671 2.9649
O 3.2058 -5.0743 3.4530
O 0.3904 -4.9780 3.0520
H 1.7770 -4.9109 1.3912
H 0.8194 -3.4091 1.8764
H 2.4620 -3.0973 3.7282
H 3.3414 -3.4632 2.3029
H 3.9808 -4.7858 3.9406
H 0.7150 -5.8207 3.3778
C -2.4743 -4.2394 0.8037
C -1.6625 -4.0430 -0.5054
O -1.3275 -5.2630 -1.1530
O -3.9010 -3.9346 0.7921
H -2.3353 -3.4228 1.5122
H -2.3351 -5.2421 1.2080
H -0.7993 -3.3945 -0.3554
H -2.2963 -3.4969 -1.2041
H -0.7401 -5.7812 -0.5981
H -4.0658 -3.5437 1.6533
C -3.2785 3.2723 -4.8973
C -3.4635 1.8459 -4.3936
O -2.3515 1.6830 -3.5144
O -3.4793 4.3103 -3.9138
H -4.1287 3.3585 -5.5740
H -2.3241 3.4367 -5.3975
H -3.2177 1.1429 -5.1894
H -4.3764 1.6060 -3.8485
H -2.5520 2.2935 -2.8012
H -2.7778 4.9558 -3.8006
C 4.7373 -1.8017 -1.9847
C 3.7665 -2.5806 -1.1095
O 3.7658 -3.9880 -1.2302
O 6.0815 -1.8612 -1.5000
H 4.3752 -0.7783 -2.0831
H 4.8170 -2.2760 -2.9628
H 2.7682 -2.2990 -1.4443
H 3.8320 -2.1871 -0.0951
H 3.4752 -4.3026 -2.0893
H 6.3308 -2.7270 -1.1685
C -1.5659 -2.5684 -4.2416
C -0.1585 -2.9064 -3.7578
O 0.7185 -1.8623 -4.1736
O -2.0291 -1.2711 -3.8909
H -2.3057 -3.3298 -3.9944
H -1.5561 -2.6419 -5.3291
H 0.1527 -3.8427 -4.2212
H 0.0083 -2.9376 -2.6811
H 1.5648 -2.2864 -4.3332
H -2.9797 -1.3733 -3.8045
C 2.7274 1.9261 -3.6196
C 1.6520 2.7500 -2.8900
O 0.4292 2.3570 -3.3509
O 2.4138 0.4953 -3.7113
H 3.6907 1.9258 -3.1094
H 2.8654 2.3274 -4.6236
H 1.8008 3.8293 -2.8573
H 1.8058 2.5625 -1.8273
H -0.1690 3.0995 -3.4624
H 2.9786 0.0731 -4.3626
C 2.0258 4.4934 3.1471
C 2.1201 4.3702 4.6265
O 2.3943 5.6431 5.2351
O 1.5670 3.1989 2.7600
H 2.9611 4.9103 2.7735
H 1.2100 5.1662 2.8830
H 2.9036 3.6615 4.8948
H 1.3416 3.8767 5.2084
H 1.5448 6.0272 5.4637
H 1.1342 3.3567 1.9177
C -2.4005 3.5799 0.0977
C -1.2269 4.5835 0.2132
O -0.0556 3.7989 0.2593
O -2.6393 3.3014 -1.2263
H -3.2446 4.1963 0.4069
H -2.2970 2.7039 0.7381
H -1.2683 5.1205 1.1608
H -1.2540 5.2861 -0.6197
H -0.1539 2.8811 -0.0045
H -3.5912 3.2705 -1.3466
C 4.1914 1.2290 0.0507
C 3.3065 0.9685 1.3160
O 3.0124 -0.4381 1.4494
O 4.6399 2.5707 -0.0020
H 3.7294 0.8525 -0.8620
H 5.0696 0.6317 0.2957
H 2.3805 1.5376 1.2338
H 3.7313 1.3355 2.2503
H 2.2283 -0.6316 0.9305
H 5.5965 2.4933 -0.0269
C -2.2202 -0.7729 3.2279
C -2.4771 0.6425 2.7827
O -3.7145 1.1511 3.3245
O -1.0674 -1.3387 2.5910
H -3.1909 -1.2315 3.0393
H -2.0444 -0.6598 4.2976
H -2.5785 0.7275 1.7007
H -1.7012 1.3021 3.1712
H -3.7871 0.7614 4.1988
H -1.1313 -1.3593 1.6334
C 2.4190 0.5752 5.4952
C 1.2554 0.2699 4.5325
O 0.4866 -0.9083 4.8159
O 2.0400 1.2778 6.6454
H 3.1605 1.1683 4.9598
H 2.8150 -0.4264 5.6624
H 1.5954 0.1575 3.5030
H 0.4935 1.0348 4.6828
H -0.0727 -0.9901 4.0399
H 2.5458 1.0066 7.4149
*
```

Results
E_HOMO (spin up / spin down) (eV): -11.0 / -11.0
⟨S²⟩: 2.01
Gap between HOMO and LUMO (spin up / spin down) (eV): 7.794 / 5.665

Here are the Mulliken charges for atoms 1 to 99, given in e:
1. Pt 0.808
2. I 0.071
3. C -0.550
4. C 0.675
5. O -0.697
6. O -0.604
7. H 0.430
8. H 0.242
9. H -0.237
10. H -0.216
11. H 0.401
12. H 0.319
13. C -0.113
14. C -0.210
15. O -0.592
16. O -0.567
17. H 0.322
18. H 0.029
19. H 0.291
20. H 0.173
21. H 0.322
22. H 0.350
23. C 0.411
24. C 0.698
25. O -0.594
26. O -0.546
27. H -0.443
28. H 0.222
29. H -0.219
30. H -0.238
31. H 0.364
32. H 0.319
33. C -0.708
34. C -0.508
35. O 0.563
36. O -0.527
37. H 0.412
38. H 0.274
39. H 0.352
40. H 0.391
41. H 0.019
42. H 0.310
43. C -0.022
44. C 0.297
45. O -0.580
46. O -0.593
47. H -0.225
48. H 0.409
49. H -0.178
50. H 0.210
51. H 0.361
52. H 0.319
53. C -0.352
54. C -0.401
55. O -0.381
56. O -0.214
57. H 0.491
58. H 0.375
59. H 0.497
60. H -0.013
61. H 0.205
62. H 0.094
63. C -0.625
64. C -0.166
65. O -0.261
66. O -0.288
67. H 0.395
68. H 0.403
69. H 0.559
70. H -0.104
71. H 0.044
72. H 0.208
73. C 0.044
74. C -0.564
75. O -0.573
76. O -0.159
77. H 0.239
78. H 0.161
79. H 0.141
80. H 0.362
81. H 0.335
82. H 0.102
83. C -0.834
84. C -0.391
85. O -0.497
86. O -0.440
87. H 0.526
88. H 0.303
89. H 0.355
90. H 0.270
91. H 0.115
92. H 0.195
93. C -0.051
94. C 0.063
95. O -0.103
96. O -0.507
97. H -0.601
98. H 0.634
99. H -0.151

Record 5
The following is a quantum chemistry calculation of one molecule with the formula C6H12N2O at a distorted geometry, from the Open Molecules 2025 dataset.

```
! RIJCOSX wB97M-V def2-TZVPD def2/J DEFGRID3
* xyz 0 1
C 2.3448 0.2863 0.5731
C -1.4688 -0.5298 1.7314
C -0.9126 1.4592 -0.8088
N 1.3185 0.1516 -0.4208
C -0.1558 -1.0716 1.2252
C -0.3561 0.1274 -1.1608
N -0.6644 -0.3718 -2.4067
C 0.2902 -0.8289 -0.2135
O 0.5654 -1.7349 1.9558
H -0.0582 -1.1231 -2.7248
H -0.9049 0.2860 -3.1400
H 0.5163 -1.8084 -0.6645
H 3.0965 -0.5130 0.4445
H 2.0385 0.2954 1.6301
H 2.9021 1.2125 0.4004
H -1.5162 0.5543 1.6447
H -1.5629 -0.7397 2.7987
H -2.2955 -1.0559 1.2429
H -1.9433 1.3692 -0.4559
H -0.3220 1.8888 0.0080
H -0.9115 2.1464 -1.6591
*
```

Results
E_HOMO (eV): -7.1
SMILES: CC(=O)[C@@H]1N(C)[C@@]1(C)N
Gap between HOMO and LUMO (eV): 7.816
Energy relative to the best compared isomer or geometry (same formula, charge and spin) (kJ/mol): 344.9

natural (NBO) charges in e:
1. C -0.405
2. C -0.726
3. C -0.665
4. N -0.620
5. C 0.591
6. C 0.453
7. N -0.772
8. C -0.221
9. O -0.535
10. H 0.402
11. H 0.385
12. H 0.178
13. H 0.179
14. H 0.166
15. H 0.191
16. H 0.228
17. H 0.237
18. H 0.234
19. H 0.220
20. H 0.256
21. H 0.223

Record 6
The following is a quantum chemistry calculation of a 3-piece molecular cluster, C4H10 overall at a distorted geometry, from the Open Molecules 2025 dataset.

```
! RIJCOSX wB97M-V def2-TZVPD def2/J DEFGRID3
* xyz 0 1
C -1.2158 -0.4063 -0.2221
C 0.8018 -0.6441 0.2772
C 1.6687 0.1802 -0.6428
C -1.1784 0.6298 0.6944
H -1.6764 -1.3412 0.0726
H -1.1554 -0.1752 -1.2786
H 0.8181 -1.7124 0.0562
H 1.0263 -0.5139 1.3364
H 1.6095 1.2476 -0.4090
H 1.3766 0.0548 -1.6902
H 2.7276 -0.1028 -0.5760
H -0.7555 1.5842 0.4070
H -1.3061 0.4094 1.7467
H -2.7408 0.7900 0.2282
*
```

Results
E_HOMO (eV): -7.3
Gap between HOMO and LUMO (eV): 8.344
Energy relative to the best compared isomer or geometry (same formula, charge and spin) (kJ/mol): 494.1

natural (NBO) charges in e:
1. C -0.322
2. C -0.450
3. C -0.643
4. C -0.415
5. H 0.214
6. H 0.212
7. H 0.195
8. H 0.191
9. H 0.197
10. H 0.204
11. H 0.213
12. H 0.218
13. H 0.220
14. H -0.033